Record 1
Formula: C35H27Cl5NO7P2Rb
Source: the OMol25 dataset
Level of theory: the ωB97M-V functional and the def2-TZVPD basis

The geometry in XYZ format:
```
78
Properties=species:S:1:pos:R:3:forces:R:3
Rb -1.880 1.103 3.883 -1.11 0.09 -0.50
O 2.158 2.157 1.653 0.02 0.04 0.19
C 0.792 2.110 1.944 -0.49 0.12 -0.76
O 0.028 1.511 1.096 0.14 0.41 0.65
C 0.396 3.523 2.397 0.10 -0.14 0.16
O -0.811 3.494 3.110 0.14 0.17 -0.23
C -1.187 4.751 3.651 -0.11 -0.11 0.04
C -2.464 4.636 4.530 0.08 -0.07 -0.08
O -2.964 5.735 4.838 0.08 -0.17 0.01
O -2.819 3.472 4.833 -0.10 0.37 0.07
H 2.316 1.398 1.069 -0.06 0.02 -0.10
H 1.214 3.918 3.007 -0.05 0.13 0.09
H 0.309 4.127 1.486 0.00 0.00 -0.06
H -0.377 5.144 4.277 0.04 0.01 0.02
H -1.376 5.471 2.849 0.01 0.02 -0.06
Cl -2.501 -1.448 5.340 0.16 -0.59 0.51
C -4.109 -1.361 4.627 -0.39 0.06 -0.39
C -4.200 -0.992 3.293 -0.40 -0.07 0.49
C -5.501 -0.978 2.822 0.14 -0.02 0.03
Cl -5.747 -0.552 1.123 -0.04 0.03 -0.12
C -6.634 -1.282 3.574 0.00 0.02 -0.04
Cl -8.234 -1.247 2.889 0.03 0.00 0.02
C -6.476 -1.621 4.917 0.07 0.01 -0.07
Cl -7.854 -1.988 5.902 0.01 -0.01 -0.02
C -5.193 -1.664 5.452 0.09 -0.01 0.06
Cl -4.984 -2.095 7.125 0.01 0.00 -0.02
O 0.572 1.105 5.355 0.05 -0.23 0.23
N 0.843 1.802 4.419 0.89 0.44 0.02
O 0.693 1.182 3.272 0.37 -0.24 0.11
C 2.022 -1.522 -1.299 0.35 0.57 0.13
P 1.105 -0.175 -0.232 0.06 -0.83 -0.45
C 0.265 -1.390 0.882 0.07 0.04 0.04
C -1.119 -1.502 0.998 0.11 0.01 0.00
C -1.686 -2.488 1.797 0.02 -0.07 -0.09
C -0.880 -3.358 2.515 0.03 0.02 -0.03
C 0.499 -3.208 2.468 0.04 0.01 0.01
C 1.063 -2.229 1.663 0.00 0.05 -0.08
C -0.236 0.192 -1.456 0.00 0.04 0.04
C -0.828 -0.818 -2.219 -0.05 0.06 0.07
C -1.820 -0.529 -3.144 0.00 0.00 -0.02
C -2.250 0.780 -3.318 0.03 -0.05 0.03
C -1.690 1.788 -2.549 0.08 -0.02 -0.05
C -0.686 1.497 -1.632 0.07 0.06 -0.03
P 3.525 -0.667 -1.959 -0.14 -0.21 -0.12
C 4.144 -1.872 -3.217 0.05 0.07 0.03
C 4.980 -1.418 -4.244 -0.06 -0.05 0.03
C 5.517 -2.296 -5.172 0.00 0.03 0.04
C 5.242 -3.657 -5.086 0.00 0.01 0.02
C 4.435 -4.125 -4.061 0.02 0.02 0.03
C 3.894 -3.241 -3.132 0.00 0.02 -0.06
C 2.781 0.582 -3.091 0.01 -0.03 0.10
C 2.040 0.240 -4.222 -0.06 0.11 0.00
C 1.444 1.224 -4.996 -0.01 -0.04 0.00
C 1.584 2.564 -4.652 0.00 -0.04 0.03
C 2.321 2.915 -3.532 -0.04 0.03 0.03
C 2.916 1.927 -2.756 0.00 -0.05 0.01
H 1.474 -2.039 -2.087 -0.09 0.03 0.07
H 2.404 -2.254 -0.586 -0.08 -0.08 0.01
H -1.764 -0.805 0.479 -0.04 -0.01 -0.06
H -2.763 -2.554 1.870 0.02 0.06 0.02
H -1.327 -4.133 3.127 0.00 0.05 0.04
H 1.138 -3.845 3.070 0.00 0.02 -0.03
H 2.141 -2.104 1.652 0.00 -0.03 0.00
H -0.537 -1.849 -2.063 -0.03 0.02 -0.02
H -2.269 -1.331 -3.719 0.01 0.01 0.02
H -3.029 1.007 -4.037 -0.01 0.00 0.02
H -2.042 2.808 -2.656 0.04 0.01 0.01
H -0.265 2.278 -1.012 -0.03 -0.03 0.00
H 5.194 -0.357 -4.315 0.01 -0.02 -0.04
H 6.154 -1.921 -5.966 -0.03 0.00 0.02
H 5.660 -4.346 -5.811 -0.01 0.01 0.01
H 4.220 -5.185 -3.983 -0.01 0.02 0.01
H 3.263 -3.620 -2.337 -0.01 -0.02 -0.03
H 1.919 -0.803 -4.493 -0.01 -0.01 0.02
H 0.851 0.946 -5.860 0.02 0.00 0.03
H 1.102 3.330 -5.247 0.01 -0.02 0.01
H 2.412 3.956 -3.245 0.01 -0.04 -0.01
H 3.473 2.196 -1.864 -0.03 0.00 -0.03
```
Forces are in eV/Å.

Summary:
Relative energy (zero: lowest compared OMol25 entry of this formula, charge and spin) ... 185.8 kJ/mol
Orbital gap ... 6.75 eV
Charge ... -2
LUMO ... 3.6044 eV
Calculated total energy ... -4939.14112 hartree
Multiplicity ... 1

Record 2
Formula: CH9N6
Source: the OMol25 dataset
Level of theory: the ωB97M-V functional and the def2-TZVPD basis

The geometry in XYZ format:
```
16
Properties=species:S:1:pos:R:3:forces:R:3
C -0.263 1.542 0.449 -7.49 2.51 -1.60
N -0.001 -2.503 -0.920 -1.34 0.06 0.01
N 0.001 -3.024 0.210 0.97 -0.32 0.43
N -0.952 2.301 1.229 2.25 0.30 2.31
N -0.939 -3.903 0.509 2.14 1.14 1.57
N 0.577 0.869 -0.028 7.15 -2.34 1.76
N 1.109 0.022 -0.786 0.61 -1.22 -3.42
H 0.700 3.844 0.373 1.38 0.62 -1.98
H -1.502 3.010 0.718 -0.01 -0.50 1.12
H -0.427 2.492 2.177 -1.49 0.72 -1.60
H -1.577 -4.038 -0.201 -1.98 -1.20 -1.59
H -0.688 -4.567 1.232 -0.41 0.20 -0.24
H 2.027 0.204 -1.237 -0.43 0.28 1.15
H -0.844 -2.843 -1.436 0.48 0.19 -0.40
H 0.644 -0.828 -1.205 -0.67 -0.07 0.61
H 1.130 3.995 -0.308 -1.16 -0.36 1.87
```
Forces are in eV/Å.

Summary:
Relative energy (zero: lowest compared OMol25 entry of this formula, charge and spin) ... 519.5 kJ/mol
Orbital gap (spin up / spin down) ... 7.74 / 6.81 eV
Charge ... +1
LUMO (spin up / spin down) ... -2.4325 / -7.0996 eV
Calculated total energy ... -371.45381 hartree
Multiplicity ... 3

Record 3
Formula: C9H19Be3F4N2O5S2
Source: the OMol25 dataset
Level of theory: the ωB97M-V functional and the def2-TZVPD basis

The geometry in XYZ format:
```
44
Properties=species:S:1:pos:R:3:forces:R:3
Be -3.231 1.628 4.555 1.06 -1.35 -2.35
Be -0.281 -0.233 1.623 -1.50 1.06 -1.74
Be 0.458 3.383 3.240 -2.98 -1.56 2.14
F -0.999 2.754 5.158 0.00 0.07 -2.42
F -1.475 1.585 2.649 1.84 -0.41 0.21
N -4.206 0.049 3.116 2.00 4.88 -2.30
S -4.195 0.162 1.439 1.95 4.02 -6.25
O -5.405 -0.037 0.644 2.38 -0.10 3.01
O -2.942 -0.314 0.766 -1.19 0.37 2.42
F -3.937 1.811 1.295 -0.41 -1.93 1.08
S -4.920 -1.326 3.098 -3.27 -9.41 5.73
O -4.086 -2.427 2.576 -1.70 3.01 -1.20
O -6.365 -1.368 3.173 2.64 0.84 -1.48
F -4.540 -1.571 4.606 0.00 0.46 1.34
C -0.775 1.198 -0.952 -0.54 -0.33 -1.53
C 0.575 0.669 -1.497 0.77 2.69 1.51
C 1.650 1.829 -1.188 1.41 -1.76 -0.31
C 3.152 1.303 -0.980 -2.29 -0.19 -0.14
C 3.198 -0.136 -0.310 1.18 1.15 -1.53
C 2.165 -1.229 -0.837 2.45 -0.54 3.00
N 0.916 -0.592 -0.767 -3.39 0.77 0.60
O -0.204 -1.478 -0.892 1.33 0.26 0.58
C 2.454 -1.909 -2.217 -0.05 1.39 -1.45
C 2.247 -2.362 0.286 0.36 -0.63 -1.46
C 0.572 0.491 -3.022 -0.31 0.11 -0.76
H -0.805 1.494 0.097 0.41 -0.34 0.75
H -1.646 0.583 -1.180 0.19 -0.34 0.27
H -1.058 2.132 -1.438 0.45 0.21 -0.21
H 1.789 2.481 -2.051 -0.79 0.04 -0.07
H 1.334 2.485 -0.378 -0.33 -0.19 0.42
H 3.630 2.143 -0.477 0.36 -0.56 0.68
H 3.586 1.413 -1.974 0.29 -0.97 -0.03
H 3.241 -0.063 0.777 -1.08 0.08 0.27
H 4.218 -0.507 -0.418 -0.02 -0.35 -0.68
H 2.225 -1.238 -3.045 -0.28 0.39 0.31
H 3.516 -1.990 -2.452 0.15 -0.71 0.92
H 1.862 -2.773 -2.517 0.25 -0.39 0.94
H 2.030 -2.167 1.337 -0.57 0.98 0.06
H 1.677 -3.239 -0.020 -0.01 0.06 0.04
H 3.293 -2.663 0.338 0.06 -0.13 -0.29
H 0.020 1.303 -3.495 -0.20 0.10 0.34
H 0.088 -0.420 -3.372 0.04 -0.14 0.00
H 1.565 0.572 -3.464 0.00 -0.25 0.27
H -0.391 -1.423 -1.832 -0.66 -0.37 -0.73
```
Forces are in eV/Å.

Summary:
Relative energy (zero: lowest compared OMol25 entry of this formula, charge and spin) ... 1037.1 kJ/mol
Orbital gap ... 2.76 eV
Charge ... +3
LUMO ... -16.0923 eV
Calculated total energy ... -2078.36984 hartree
Multiplicity ... 1

Record 4
Formula: C2HF5NO5PtS2
Source: the OMol25 dataset
Level of theory: the ωB97M-V functional and the def2-TZVPD basis

The geometry in XYZ format:
```
17
Properties=species:S:1:pos:R:3:forces:R:3
N 0.297 -0.160 -0.376 -0.39 -1.73 -0.59
S 1.815 0.424 -0.501 0.12 1.79 -3.09
O 2.092 1.083 -1.772 -0.63 -1.10 1.93
O 1.946 1.308 0.719 0.11 2.78 -2.43
C 2.953 -0.979 0.126 0.10 0.34 -1.10
F 2.550 -2.127 -0.460 0.02 0.42 0.88
F 4.168 -0.702 -0.414 -0.40 -0.04 0.70
S -0.466 -0.539 1.106 -6.66 3.27 0.74
O 0.475 -0.498 2.273 -2.52 -2.17 1.74
O -1.533 -1.533 1.116 2.44 -1.69 -0.18
Pt 2.275 -0.177 1.954 6.15 -2.88 2.28
C -1.354 0.629 -0.633 -0.16 1.33 -2.24
F -0.929 1.391 -1.636 0.44 0.33 -0.11
F -2.218 -0.220 -1.185 1.01 -0.46 1.02
F -2.045 1.459 0.143 0.37 -0.18 0.44
O -5.503 0.288 -0.246 0.49 0.05 0.01
H -4.521 0.354 -0.214 -0.49 -0.07 0.00
```
Forces are in eV/Å.

Summary:
Relative energy (zero: lowest compared OMol25 entry of this formula, charge and spin) ... 357.5 kJ/mol
Orbital gap (spin up / spin down) ... 7.10 / 6.38 eV
LUMO (spin up / spin down) ... -1.9274 / -2.6443 eV
Calculated total energy ... -1922.31336 hartree
Multiplicity ... 4

Record 5
Formula: C21H49O15P3
Source: the OMol25 dataset
Level of theory: the ωB97M-V functional and the def2-TZVPD basis

The geometry in XYZ format:
```
88
Properties=species:S:1:pos:R:3:forces:R:3
C -3.761 -1.080 -9.275 -1.21 -0.75 -0.66
C -4.351 -1.309 -7.893 0.27 -0.54 -0.10
O -3.957 -0.231 -7.097 0.09 2.23 1.53
P -4.604 1.249 -7.136 -0.88 0.34 -1.62
O -5.506 1.556 -8.287 0.69 -1.01 1.37
O -5.280 1.458 -5.689 1.09 0.70 -0.81
C -6.342 0.586 -5.259 0.86 -0.51 1.25
C -5.935 -0.150 -3.962 0.08 -0.20 -1.15
O -3.294 2.160 -7.222 -1.87 0.42 3.27
C -2.569 2.215 -8.383 2.01 1.43 -1.88
C -1.282 3.118 -8.278 0.04 -0.63 0.51
H -2.721 -0.759 -9.207 -0.17 -0.07 0.06
H -3.819 -1.974 -9.896 0.22 -0.29 0.17
H -4.376 -0.373 -9.833 0.27 0.45 0.22
H -5.425 -1.411 -7.737 -0.20 -0.17 -1.02
H -3.913 -2.177 -7.400 0.14 -0.13 -0.16
H -7.229 1.094 -4.881 0.02 0.87 -1.08
H -6.574 -0.067 -6.100 -0.33 -0.23 0.33
H -5.028 -0.741 -4.087 -0.17 -0.23 -0.04
H -5.764 0.514 -3.114 -0.21 0.22 -0.23
H -6.820 -0.761 -3.787 0.25 -0.39 0.50
H -2.369 1.165 -8.598 0.74 0.33 -0.72
H -3.057 2.720 -9.217 -1.00 -0.58 0.06
H -0.843 3.332 -9.252 0.22 -1.22 -0.34
H -1.334 4.176 -8.022 -1.27 -0.08 0.86
H -0.585 2.675 -7.567 0.33 0.04 -0.30
C 3.104 -5.532 10.040 -0.12 -0.68 1.83
C 3.163 -6.361 8.736 1.06 1.97 3.23
O 2.645 -5.504 7.771 -1.42 0.05 -1.59
P 3.519 -4.347 7.142 0.85 0.59 0.94
O 4.337 -3.602 8.109 0.16 -0.57 -0.53
O 4.304 -5.091 6.000 0.49 0.65 -0.01
C 3.510 -5.692 4.998 -0.25 -1.48 -1.38
C 3.077 -4.719 3.935 -1.53 0.91 -0.27
O 2.460 -3.425 6.418 -0.31 -0.89 1.16
C 1.690 -2.640 7.376 -0.90 0.15 -0.68
C 1.848 -1.263 6.893 -0.05 2.10 -0.11
H 2.150 -5.072 10.298 -0.14 0.25 -0.67
H 3.272 -6.121 10.942 0.12 -0.73 -0.07
H 3.923 -4.817 10.120 -0.38 0.27 -0.57
H 4.252 -6.368 8.695 0.08 -1.32 -0.98
H 2.621 -7.300 8.848 0.22 0.12 -0.65
H 4.035 -6.539 4.556 0.68 0.22 0.18
H 2.661 -6.187 5.468 -0.32 0.28 0.00
H 3.807 -4.017 3.532 0.34 -0.20 0.47
H 2.559 -5.109 3.058 0.39 -0.91 0.02
H 2.254 -4.161 4.381 0.32 0.53 -0.12
H 0.638 -2.922 7.328 0.06 -0.47 -0.28
H 1.964 -2.704 8.429 0.58 -0.49 -0.22
H 1.802 -1.143 5.810 0.03 -0.48 -0.06
H 1.040 -0.626 7.251 0.04 0.11 0.35
H 2.798 -0.840 7.220 0.01 0.03 -0.01
C 2.870 1.180 -2.581 -2.02 1.45 0.58
C 2.349 2.665 -2.991 2.23 -2.75 -0.72
O 2.876 3.608 -2.095 0.22 1.76 1.42
P 2.372 5.124 -1.893 0.21 0.12 -0.61
O 1.784 5.776 -3.082 -0.13 -0.85 1.17
O 1.461 5.058 -0.574 -0.30 1.24 -2.18
C 1.857 4.542 0.671 -0.36 0.10 0.30
C 0.728 4.820 1.688 0.59 -0.82 -0.77
O 3.673 5.958 -1.396 0.35 -6.46 -1.60
C 3.425 7.150 -0.878 -1.02 3.59 -0.29
C 4.743 7.810 -0.661 0.80 1.46 1.47
H 2.270 0.511 -3.198 0.24 -0.17 -0.13
H 3.917 0.878 -2.580 0.03 0.76 -0.43
H 2.497 1.042 -1.566 0.08 -0.24 0.17
H 2.855 2.814 -3.945 -0.73 0.47 -0.33
H 1.261 2.625 -3.049 0.14 0.33 0.03
H 1.996 3.482 0.459 0.09 -0.21 0.75
H 2.802 4.990 0.976 0.13 -0.09 0.10
H 0.862 3.983 2.373 -0.54 0.37 0.59
H 0.722 5.798 2.169 0.52 -0.14 0.04
H -0.231 4.749 1.175 0.03 -0.34 0.03
H 2.844 7.632 -1.664 -0.33 1.07 0.38
H 2.801 7.064 0.011 0.17 0.33 0.37
H 4.652 8.649 0.028 -0.30 -0.17 0.64
H 5.409 7.081 -0.201 0.20 0.11 -0.08
H 5.262 8.372 -1.438 -0.32 -0.91 -0.90
O -2.256 -1.450 0.769 -2.40 -2.89 3.57
C -2.838 -2.128 1.662 2.22 3.73 -3.98
O -3.858 -1.677 2.394 -0.20 2.09 -0.60
C -4.253 -2.600 3.355 -1.52 -0.16 0.09
C -3.250 -3.651 3.163 0.48 -2.15 2.50
O -2.535 -3.355 2.021 0.91 -0.68 -0.96
H -4.183 -2.223 4.375 -0.33 0.44 -0.24
H -5.254 -2.968 3.133 -0.21 0.38 0.08
H -3.694 -4.646 3.141 0.33 -0.04 -0.23
H -2.628 -3.545 4.052 0.73 -0.71 -0.24
```
Forces are in eV/Å.

Summary:
SMILES ... CCOP(=O)(OCC)OCC.CCOP(=O)(OCC)OCC.CCOP(=O)(OCC)OCC.O=C1OCCO1
Relative energy (zero: lowest compared OMol25 entry of this formula, charge and spin) ... 392.1 kJ/mol
Orbital gap ... 10.31 eV
LUMO ... 0.0995 eV
Calculated total energy ... -2982.38734 hartree
Multiplicity ... 1

Record 6
Formula: H7N3P2
Source: the OMol25 dataset
Level of theory: the ωB97M-V functional and the def2-TZVPD basis

The geometry in XYZ format:
```
12
Properties=species:S:1:pos:R:3:forces:R:3
H 0.531 -0.378 -2.459 1.06 1.83 2.10
N 0.798 0.318 -1.634 -0.64 -1.20 -2.81
P 2.211 0.010 -1.028 0.10 -1.76 -1.29
H 2.274 0.967 -0.071 -0.15 1.24 1.22
N 0.477 -1.455 0.821 0.91 -0.65 0.00
P -0.692 -0.546 0.353 2.53 0.31 2.53
N -0.270 1.007 0.982 -2.29 -1.10 -2.03
H 0.559 -2.400 0.458 -0.06 0.21 0.11
H -1.092 -0.565 -0.880 -0.88 0.51 -2.79
H -1.848 -0.927 0.915 -1.75 -0.07 0.94
H 0.215 0.675 1.768 1.16 -0.20 1.70
H -1.181 1.310 1.311 0.02 0.88 0.32
```
Forces are in eV/Å.

Summary:
SMILES ... [H]/N=P/[H].N=[PH2]N
Relative energy (zero: lowest compared OMol25 entry of this formula, charge and spin) ... 256.3 kJ/mol
Orbital gap ... 8.88 eV
LUMO ... 0.1416 eV
Calculated total energy ... -851.06519 hartree
Multiplicity ... 1